{"formula": "CH5NOSi", "method": "wB97M-V/def2-TZVPD", "species": ["C", "N", "O", "Si", "H", "H", "H", "H", "H"], "positions_angstrom": [[0.025, -0.955, 0.058], [-1.089, -1.071, 0.848], [0.614, -1.867, -0.423], [0.775, 1.240, -0.289], [-1.631, -1.897, 0.711], [-1.743, -0.335, 1.101], [2.337, 1.213, -0.543], [0.382, 1.134, -1.781], [0.330, 2.537, 0.318]], "e_above_lowest_kj_mol": 95.1, "energy_ev": -12531.5463, "charge": 0, "homo_lumo_gap_ev": 9.6682, "e_homo_ev": -9.128, "fmax_ha_per_bohr": 0.0649}